(1)
Below is a molecular structure, C4H8O3, with properties calculated with ωB97M-V/def2-TZVPD.

Positions of all 15 atoms, in Å:
O -0.17789 0.61189 -0.72625
O -0.17240 0.62255 1.46226
O 0.06772 3.05132 0.42018
C 0.17563 -2.24310 -0.71489
C -0.79562 2.23167 -0.18610
C 0.05588 0.02748 0.39983
C 0.74671 -1.31938 0.35610
H 0.14845 2.79391 1.35317
H -0.87314 -2.45468 -0.53217
H -1.73945 2.03669 0.32325
H -0.90799 2.50973 -1.22860
H 0.72179 -3.19178 -0.72888
H 0.68251 -1.77313 1.35074
H 0.25762 -1.78428 -1.69855
H 1.81019 -1.11888 0.14991

Results
Frontier orbital gap in eV: 10.81
Energy relative to the best compared isomer or geometry (same formula, charge and spin) in kJ/mol: 152.16

---

(2)
Below is 2 unconnected molecules or ions with the total composition C4H8O3, with properties calculated with ωB97M-V/def2-TZVPD.

Positions of all 15 atoms, in Å:
O -0.84751 -4.25617 4.13790
O -2.12997 0.18988 -1.09999
O 1.00331 2.84825 -0.52016
C -0.98418 -0.11679 -1.30033
C 1.44271 0.55187 -0.91343
C 0.11765 0.10609 -0.31015
C 1.58306 2.02695 -1.17421
H -0.33414 0.75773 0.43904
H 2.25770 0.25417 -0.24575
H 2.24669 2.29511 -2.01494
H -0.77118 -0.71692 -2.20016
H -1.15221 -4.06711 3.23527
H 0.29542 -0.83272 0.22378
H -1.18194 -3.52080 4.65863
H 1.63652 0.04334 -1.86341

Results
Frontier orbital gap in eV: 10.50
SMILES: O=CCCC=O.O
Energy relative to the best compared isomer or geometry (same formula, charge and spin) in kJ/mol: 181.26

---

(3)
Below is 2 unconnected molecules or ions with the total composition C4H8O3, with properties calculated with ωB97M-V/def2-TZVPD.

Positions of all 15 atoms, in Å:
O 1.41062 1.15738 1.39325
O 0.85019 -0.15135 1.51535
O 0.52842 -2.07351 0.33630
C -1.64809 0.40678 0.35318
C 0.74521 -0.91090 0.20654
C 1.39468 -0.21678 -0.94507
C -2.10375 -0.12735 -0.76620
H -1.14912 -0.12714 1.22139
H 1.53744 1.40254 2.32069
H 2.45953 -0.09945 -0.74945
H 0.96547 0.77656 -1.05323
H -2.05223 -1.19256 -0.94223
H -2.51318 0.48489 -1.55780
H -1.67785 1.47617 0.51492
H 1.25267 -0.80528 -1.84765

Results
Frontier orbital gap in eV: 10.79
SMILES: CC(=O)OO.C=C
Energy relative to the best compared isomer or geometry (same formula, charge and spin) in kJ/mol: 479.04

---

(4)
Below is 2 unconnected molecules or ions with the total composition C4H8O3, with properties calculated with ωB97M-V/def2-TZVPD.

Positions of all 15 atoms, in Å:
O -1.25035 0.37242 -0.81180
O 0.76098 0.89898 0.29383
O -1.00105 -1.49978 0.42125
C -0.80265 0.61877 1.46100
C -0.76720 -2.17223 -0.82321
C -1.11175 -0.16991 0.25242
C 1.83548 1.69978 -0.19996
H -1.25459 1.59823 1.52612
H -0.82039 0.05446 2.41860
H 2.35195 1.03121 -0.92959
H 2.58617 1.97627 0.54522
H 0.21469 -1.87072 -1.20143
H -1.52678 -1.90489 -1.56071
H -0.78468 -3.23954 -0.61024
H 1.57017 2.60694 -0.78150

Results
Frontier orbital gap (spin up / spin down) in eV: 8.39 / 8.40
Energy relative to the best compared isomer or geometry (same formula, charge and spin) in kJ/mol: 513.77